Record 1
DFT (ωB97M-V/def2-TZVPD) results for an isolated molecule of C4H2S at a distorted geometry.

Properties
SMILES string: c1ccsc#1
LUMO (alpha / beta): -0.057 / -0.069 Eh
Calculated total energy: -15007.603 eV
Energy above the lowest of the compared OMol25 structures with the same formula, charge and spin: 4.5385 eV
Charge: 0
HOMO (alpha / beta): -0.3249 / -0.3316 Ha
HOMO-LUMO gap (alpha / beta): 7.30 / 7.14 eV

Structure (XYZ):
```
7
C4H2S (ωB97M-V/def2-TZVPD)
C -1.96 0.62 -0.37
C -0.85 0.07 0.17
C 0.18 0.94 0.11
S -0.16 2.63 -0.19
C -1.83 2.48 -0.28
H -0.85 -0.95 0.29
H 1.17 0.67 0.00
```

These are the Mulliken partial charges, in e, on atoms 1 to 4: -0.228, -0.224, -0.261, 0.070


Record 2
DFT (ωB97M-V/def2-TZVPD) results for a structure of composition C27H20F3N10O3PtS2.

Properties
LUMO: 0.023 Eh
Calculated total energy: -82433.772 eV
Energy above the lowest of the compared OMol25 structures with the same formula, charge and spin: 3.1468 eV
Charge: -1
HOMO: -0.1451 Ha
HOMO-LUMO gap: 4.57 eV

Structure (XYZ):
```
66
C27H20F3N10O3PtS2 (ωB97M-V/def2-TZVPD)
Pt -2.98 -0.80 -0.43
S -3.89 -2.14 -2.06
C -2.35 -2.62 -2.69
N -2.25 -3.40 -3.71
N -1.07 -3.68 -4.30
C 0.13 -2.95 -4.42
C 1.29 -3.66 -4.68
C 2.50 -2.99 -4.87
C 2.55 -1.61 -4.81
C 1.37 -0.90 -4.57
C 0.17 -1.55 -4.38
N -1.16 -2.27 -2.05
N -1.22 -1.60 -0.98
C 0.12 -1.64 -0.32
C 0.80 -0.65 0.40
C 2.12 -0.88 0.78
C 2.76 -2.07 0.55
C 2.07 -3.09 -0.07
C 0.78 -2.86 -0.49
H -1.12 -4.53 -4.83
H 1.26 -4.74 -4.71
H 3.40 -3.56 -5.06
H 3.48 -1.08 -4.94
H 1.39 0.18 -4.53
H -0.74 -0.99 -4.21
H 1.07 1.36 0.50
H 2.62 -0.08 1.30
H 3.79 -2.20 0.88
H 2.51 -4.06 -0.24
H 0.24 -3.66 -0.98
F -7.51 2.26 -0.59
C -6.35 2.13 0.07
F -5.84 3.34 0.26
F -6.63 1.59 1.26
S -5.18 1.06 -0.93
O -5.96 0.57 -2.02
O -4.07 1.93 -1.23
O -4.83 -0.01 0.08
N -2.09 0.59 0.76
C -2.51 1.71 1.39
N -3.55 1.90 2.12
C -3.69 3.10 2.68
N -3.84 4.10 3.24
C -1.31 2.56 0.96
C -0.92 1.24 0.26
N 0.36 0.68 0.84
C 0.40 0.75 2.32
C 0.23 2.05 2.79
C -0.41 3.01 2.07
C 0.76 2.36 4.14
C 2.01 2.18 4.58
C 3.21 1.78 3.82
C 4.25 1.13 4.49
C 5.38 0.81 3.77
N 5.52 1.13 2.48
C 4.48 1.77 1.94
N 3.34 2.10 2.53
H -1.59 3.35 0.26
H -0.80 1.26 -0.83
H 0.85 -0.08 2.82
H -0.53 4.02 2.44
H 0.04 2.75 4.85
H 2.21 2.36 5.63
H 4.16 0.89 5.54
H 6.20 0.29 4.23
H 4.59 2.05 0.90
```

These are the Mulliken partial charges, in e, on atoms 1 to 4: 0.557, -0.430, 0.463, -0.934


Record 3
DFT (ωB97M-V/def2-TZVPD) results for a cluster of 6 separate species, C29H47B2Br2Cl10F4N2O6P2 in total at a distorted geometry.

Properties
LUMO: -0.125 Eh
Calculated total energy: -342191.011 eV
Charge: +1
HOMO: -0.3635 Ha
HOMO-LUMO gap: 6.50 eV

Structure (XYZ):
```
104
C29H47B2Br2Cl10F4N2O6P2 (ωB97M-V/def2-TZVPD)
C 1.89 1.91 -4.92
C 0.72 1.79 -4.32
C -0.55 1.57 -3.32
C -0.17 0.64 -2.02
N -1.33 -0.28 -1.61
C -1.11 -1.71 -1.88
C 0.09 -2.67 -1.61
C 1.62 -2.32 -1.48
C 2.33 -3.39 -0.46
C 3.71 -2.84 0.20
O 3.78 -3.41 1.54
C 4.33 -2.48 2.52
C -2.07 0.22 -0.36
B -2.71 1.75 -0.66
N -2.84 2.86 0.31
O -3.35 2.07 -1.96
C -3.62 -0.27 -0.33
C -4.36 -1.17 -1.42
C -5.87 -1.57 -1.44
C -6.86 -1.05 -0.34
C -6.24 -0.08 0.73
C -4.71 0.30 0.71
C -1.15 0.16 0.97
P -1.96 0.79 2.61
C -3.13 -0.45 3.43
O -0.79 0.90 3.91
P -0.66 -1.65 1.48
O -0.40 -1.89 3.15
Br -2.42 -3.12 1.21
C 0.29 0.94 0.67
Br 1.75 -0.26 1.45
B 0.56 2.34 1.50
C 2.03 2.62 2.23
O -0.35 3.43 1.79
C 0.62 1.35 -0.84
F 0.29 2.81 -0.97
C 2.20 1.46 -1.25
O 2.52 2.74 -1.94
C 3.93 2.97 -1.93
F 4.44 3.42 -0.64
F 4.69 1.88 -2.48
F 4.17 4.10 -2.82
H 2.89 1.87 -5.50
H -1.31 1.03 -4.03
H -1.08 2.55 -3.04
H 0.59 -0.09 -2.54
H -2.06 0.00 -2.33
H -2.01 -2.31 -1.44
H -1.32 -1.83 -3.04
H -0.15 -3.35 -0.68
H 0.07 -3.51 -2.45
H 1.89 -1.24 -1.22
H 2.15 -2.53 -2.50
H 1.66 -3.69 0.43
H 2.64 -4.30 -1.12
H 3.85 -1.70 0.14
H 4.60 -3.31 -0.40
H 5.16 -3.04 3.10
H 4.72 -1.49 2.10
H 3.50 -2.25 3.32
H -2.25 3.68 0.04
H -3.83 3.18 0.43
H -4.33 1.88 -1.89
H -3.76 -1.59 -2.33
H -6.30 -2.26 -2.28
H -7.98 -1.31 -0.26
H -6.97 0.35 1.53
H -4.43 1.06 1.55
H -3.88 0.19 4.04
H -2.62 -1.13 4.24
H -3.75 -1.14 2.77
H -0.82 1.81 4.30
H 0.43 -2.45 3.21
H 2.14 3.74 2.55
H 2.10 2.03 3.24
H 2.93 2.40 1.56
H -0.33 4.13 1.10
H 2.95 1.44 -0.39
H 2.54 0.65 -2.01
C 3.83 -2.35 -5.03
Cl 3.52 -3.73 -3.96
Cl 2.41 -1.31 -5.15
H 4.66 -1.77 -4.63
H 4.08 -2.72 -6.02
C 7.57 0.07 -2.60
Cl 6.85 -1.46 -3.12
Cl 9.18 -0.18 -1.91
H 7.66 0.73 -3.46
H 6.93 0.53 -1.85
C -3.00 -0.06 7.29
Cl -4.51 -0.96 7.32
Cl -2.95 1.08 5.93
H -2.90 0.50 8.22
H -2.17 -0.76 7.19
C -2.11 -3.44 5.77
Cl -1.65 -5.07 6.28
Cl -3.84 -3.36 5.41
H -1.89 -2.74 6.58
H -1.55 -3.18 4.88
C -1.31 5.69 -3.45
Cl -2.88 4.95 -3.77
Cl -1.07 5.96 -1.72
H -0.52 5.04 -3.83
H -1.26 6.65 -3.97
```

These are the Mulliken partial charges, in e, on atoms 1 to 4: -0.663, -0.447, 0.096, -1.326


Record 4
DFT (ωB97M-V/def2-TZVPD) results for a cluster of 8 separate species, C26H74N10O8 in total at a distorted geometry.

Properties
SMILES string: COC[C@H](C)N.COC[C@H](C)N.COC[C@H](C)N.COC[C@H](C)N.COC[C@H](C)N.COC[C@H](C)N.NC(N)=O.NC(N)=O
LUMO: 0.022 Eh
Calculated total energy: -59441.117 eV
Energy above the lowest of the compared OMol25 structures with the same formula, charge and spin: 1.8204 eV
Charge: 0
HOMO: -0.3351 Ha
HOMO-LUMO gap: 9.72 eV

Structure (XYZ):
```
118
C26H74N10O8 (ωB97M-V/def2-TZVPD)
C 4.17 2.24 0.49
O 3.55 3.36 -0.08
C 4.09 3.87 -1.26
C 4.12 2.84 -2.40
C 4.41 3.55 -3.73
N 2.84 2.07 -2.56
H 4.54 1.52 -0.25
H 3.47 1.68 1.11
H 5.01 2.51 1.13
H 3.41 4.63 -1.65
H 5.05 4.37 -1.11
H 4.97 2.17 -2.25
H 5.33 4.13 -3.71
H 3.47 3.99 -4.04
H 4.58 2.76 -4.47
H 2.97 1.40 -1.79
H 2.17 2.67 -2.04
C -1.13 0.05 5.38
O -1.37 -1.28 5.78
C -2.14 -1.97 4.83
C -2.69 -3.26 5.40
C -1.61 -4.36 5.43
N -3.83 -3.77 4.61
H -0.56 0.55 6.16
H -2.05 0.63 5.26
H -0.55 0.16 4.46
H -2.89 -1.37 4.29
H -1.48 -2.18 3.96
H -3.09 -3.04 6.39
H -1.21 -4.49 4.43
H -2.07 -5.30 5.75
H -0.82 -4.19 6.17
H -3.87 -3.29 3.71
H -3.70 -4.73 4.34
C -3.80 5.39 0.96
O -3.78 5.03 2.31
C -4.32 3.73 2.55
C -3.52 3.00 3.65
C -3.62 3.53 5.08
N -2.08 3.07 3.29
H -3.14 6.24 0.77
H -4.80 5.60 0.59
H -3.25 4.69 0.32
H -5.37 3.86 2.80
H -4.15 3.15 1.64
H -3.78 1.94 3.67
H -4.51 3.19 5.62
H -3.46 4.60 5.20
H -2.84 3.01 5.64
H -1.95 2.42 2.50
H -1.89 3.95 2.82
C 1.67 -3.06 4.41
O 1.93 -2.63 3.06
C 2.94 -1.62 3.15
C 3.83 -1.65 1.92
C 5.08 -0.77 1.95
N 3.09 -1.37 0.68
H 1.10 -3.99 4.29
H 1.02 -2.35 4.92
H 2.58 -3.29 4.96
H 2.50 -0.61 3.23
H 3.63 -1.82 3.97
H 4.27 -2.65 1.76
H 5.85 -1.12 1.26
H 5.61 -0.93 2.91
H 4.92 0.28 1.74
H 3.22 -2.15 0.04
H 2.10 -1.42 0.92
C -1.58 -3.95 -6.97
O -1.02 -2.68 -6.70
C -1.11 -1.87 -7.87
C -0.65 -0.43 -7.69
C -1.53 0.42 -6.80
N -0.44 0.20 -9.01
H -2.54 -3.93 -7.48
H -1.78 -4.38 -5.99
H -0.91 -4.63 -7.51
H -0.57 -2.38 -8.68
H -2.16 -1.82 -8.20
H 0.38 -0.55 -7.31
H -1.65 -0.06 -5.83
H -2.52 0.62 -7.20
H -1.20 1.44 -6.57
H -0.25 1.19 -8.85
H 0.50 -0.07 -9.29
C -0.74 -0.29 1.65
O -1.06 1.03 1.21
C -0.11 1.54 0.31
C -0.67 2.82 -0.34
C -1.71 2.40 -1.40
N 0.43 3.47 -1.04
H 0.07 -0.21 2.38
H -0.44 -0.96 0.84
H -1.67 -0.61 2.12
H 0.84 1.81 0.81
H 0.29 0.85 -0.44
H -1.20 3.39 0.43
H -2.11 3.30 -1.89
H -2.48 1.82 -0.90
H -1.29 1.82 -2.22
H 0.07 4.00 -1.83
H 0.83 4.18 -0.42
N 0.92 -3.76 0.22
C -0.03 -4.75 0.04
N -0.47 -5.34 1.20
O -0.56 -4.97 -1.05
H 0.98 -3.24 -0.67
H 1.08 -3.33 1.12
H -0.95 -6.21 1.03
H 0.06 -5.20 2.04
N -0.36 -2.78 -3.62
C 0.27 -1.76 -2.96
N 0.38 -0.60 -3.66
O 0.73 -1.91 -1.82
H -0.38 -2.86 -4.62
H -0.73 -3.50 -3.02
H 1.02 0.09 -3.33
H -0.12 -0.46 -4.51
```

These are the Mulliken partial charges, in e, on atoms 1 to 4: -0.676, -0.253, -0.718, 0.363


Record 5
DFT (ωB97M-V/def2-TZVPD) results for a structure of composition CH5O3 at a distorted geometry.

Properties
LUMO: -0.150 Eh
Calculated total energy: -7252.745 eV
Energy above the lowest of the compared OMol25 structures with the same formula, charge and spin: 0.4929 eV
Charge: +1
HOMO: -0.6556 Ha
HOMO-LUMO gap: 13.76 eV

Structure (XYZ):
```
9
CH5O3 (ωB97M-V/def2-TZVPD)
O -1.84 0.84 0.29
H -2.58 1.11 -0.24
H -2.15 0.28 1.01
H -0.86 0.07 -0.19
O 0.03 -0.75 -0.47
C 1.14 -0.35 -0.16
O 2.14 -1.04 -0.58
H 1.15 0.68 0.39
H 2.98 -0.83 -0.06
```

These are the Mulliken partial charges, in e, on atoms 1 to 4: -0.572, 0.385, 0.397, 0.527


Record 6
DFT (ωB97M-V/def2-TZVPD) results for an isolated molecule of C3H4N2O.

Properties
SMILES string: Nc1cnco1
LUMO: 0.031 Eh
Calculated total energy: -8202.822 eV
Energy above the lowest of the compared OMol25 structures with the same formula, charge and spin: 1.0633 eV
Charge: 0
HOMO: -0.3117 Ha
HOMO-LUMO gap: 9.32 eV

Structure (XYZ):
```
10
C3H4N2O (ωB97M-V/def2-TZVPD)
N -1.53 -0.64 0.77
C -0.25 -0.26 0.36
C 0.80 -0.80 -0.31
N 1.62 0.25 -0.73
C 1.06 1.31 -0.28
O -0.07 1.08 0.44
H -2.14 0.07 0.37
H -1.79 -1.53 0.38
H 1.01 -1.83 -0.55
H 1.28 2.35 -0.45
```

These are the Mulliken partial charges, in e, on atoms 1 to 4: -0.555, 0.582, -0.443, -0.511


Among the records above, which one has the lowest calculated total energy? C29H47B2Br2Cl10F4N2O6P2


Copy entry 5 word for word.
DFT (ωB97M-V/def2-TZVPD) results for a structure of composition CH5O3 at a distorted geometry.

Properties
LUMO: -0.150 Eh
Calculated total energy: -7252.745 eV
Energy above the lowest of the compared OMol25 structures with the same formula, charge and spin: 0.4929 eV
Charge: +1
HOMO: -0.6556 Ha
HOMO-LUMO gap: 13.76 eV

Structure (XYZ):
```
9
CH5O3 (ωB97M-V/def2-TZVPD)
O -1.84 0.84 0.29
H -2.58 1.11 -0.24
H -2.15 0.28 1.01
H -0.86 0.07 -0.19
O 0.03 -0.75 -0.47
C 1.14 -0.35 -0.16
O 2.14 -1.04 -0.58
H 1.15 0.68 0.39
H 2.98 -0.83 -0.06
```

These are the Mulliken partial charges, in e, on atoms 1 to 4: -0.572, 0.385, 0.397, 0.527